This record from OMol25 describes C5H10O as an isolated structure. The level of theory is ωB97M-V with the def2-TZVPD basis set.

ORCA input file:
```
! RIJCOSX wB97M-V def2-TZVPD def2/J DEFGRID3
* xyz 0 1
C 1.53141 0.52356 0.41486
C 0.92644 0.26337 -0.87693
C -0.70731 -0.03250 -0.48292
C -0.81255 -1.51267 -0.08703
C -0.84432 0.91918 0.68798
O -1.61873 0.40540 -1.27756
H 0.36275 0.73430 1.16254
H 2.00923 1.48155 0.61272
H 1.95524 -0.31010 0.97438
H 1.28099 -0.64182 -1.37114
H 0.92331 1.11775 -1.55481
H -0.75764 -2.12782 -0.99032
H -0.03170 -1.83679 0.61201
H -1.79114 -1.68204 0.37559
H -0.78027 1.96677 0.39050
H -1.64570 0.73188 1.41013
*
```

Gap between HOMO and LUMO (spin up / spin down) in eV: 8.149 / 7.536
E_tot in a.u.: -271.585025
Maximum force in eV Å⁻¹: 0.49
E_HOMO (spin up / spin down) in eV: -8.85 / -8.40

Löwdin population analysis, charges in e, atoms 1 to 4: -0.049 -0.150 -0.757 -0.032

***

This record from OMol25 describes a 2-piece molecular cluster, C20H22N3O6 overall. The level of theory is ωB97M-V with the def2-TZVPD basis set.

ORCA input file:
```
! RIJCOSX wB97M-V def2-TZVPD def2/J DEFGRID3
* xyz 1 1
O 3.86464 -5.34785 3.22936
N 3.38192 -5.33975 2.17845
O 2.47275 -4.25009 2.04737
C 1.85301 -4.29726 0.75572
C 0.63912 -3.39600 0.76136
C -0.53913 -3.93348 0.23104
C -1.72245 -3.19118 0.21371
C -1.73421 -1.90108 0.74586
C -0.56324 -1.35307 1.26026
C 0.64176 -2.07009 1.26425
C 1.86634 -1.36553 1.80648
C 3.10600 -1.33504 0.91282
C 2.93416 -0.95919 -0.53958
O 3.83126 -1.00636 -1.31457
O 1.70133 -0.45336 -0.93079
C -2.99585 -1.11021 0.74568
O -2.99046 0.09365 0.87938
C -4.25215 -1.87376 0.57070
C -4.24163 -3.10960 0.06569
C -2.97321 -3.75007 -0.37058
O -2.95941 -4.65033 -1.16939
H 1.52203 -5.31638 0.57201
H 2.56720 -4.00145 -0.01543
H -0.55879 -4.93836 -0.17059
H -0.58101 -0.34869 1.66248
H 2.14783 -1.86703 2.73349
H 1.59381 -0.34798 2.08081
H 3.79742 -0.58614 1.30593
H 3.65790 -2.26904 0.93935
H 1.08691 -1.19520 -1.02896
H -5.16704 -1.37957 0.86831
H -5.14957 -3.68115 -0.07232
C -1.89509 6.36575 -1.73756
C -2.21954 5.03517 -1.09019
N -1.03478 4.17801 -0.91826
C -1.02155 3.00927 -0.18870
C 0.22464 2.49047 -0.29656
N 0.94932 3.34548 -1.09395
C 0.16672 4.35778 -1.45510
C 2.34644 3.16775 -1.49784
H -1.48934 6.24014 -2.74213
H -2.80809 6.94943 -1.82384
H -1.18244 6.93723 -1.14160
H -2.93946 4.47909 -1.69001
H -2.65025 5.18326 -0.10133
H -1.89875 2.66488 0.32946
H 0.68009 1.59648 0.09286
H 0.46836 5.18186 -2.07616
H 2.94611 3.99473 -1.12577
H 2.41045 3.11903 -2.58158
H 2.70992 2.23482 -1.08003
*
```

Gap between HOMO and LUMO in eV: 8.638
E_tot in a.u.: -1390.728183
Maximum force in eV Å⁻¹: 0.63
E_HOMO in eV: -12.14

Löwdin population analysis, charges in e, atoms 1 to 4: 0.100 -0.015 -0.112 -0.139

***

Among the records above, which one has the highest maximum force? C20H22N3O6